No. 1
Entry from the OMol25 dataset: 6 unconnected molecules or ions with the total composition C10H34NO8 in a non-equilibrium geometry (wB97M-V/def2-TZVPD).

Geometry as XYZ:
```
53
Properties=species:S:1:pos:R:3
N 4.6730 10.2126 -21.8751
H 3.8039 10.6931 -21.6907
H 4.6646 9.2813 -21.4843
H 5.3805 10.7664 -21.4138
H 4.8481 10.0789 -22.8608
C 4.0060 13.4719 -23.1318
C 2.5343 13.2007 -22.7032
O 2.4283 11.7840 -22.3834
H 4.4328 12.9920 -24.0126
H 4.7589 13.1136 -22.4297
H 4.2419 14.5357 -23.1591
H 1.8066 13.4548 -23.4738
H 2.3416 13.7637 -21.7900
H 1.8736 11.6415 -21.6130
C 4.1542 10.8763 -26.7140
C 4.0245 10.2396 -25.3721
O 5.2574 10.2117 -24.6828
H 4.4121 11.9352 -26.7290
H 3.1682 10.7990 -27.1721
H 4.8412 10.3062 -27.3394
H 3.5759 9.2466 -25.4004
H 3.2792 10.7180 -24.7367
H 5.9223 9.6614 -25.1030
C 5.2198 6.8026 -20.8088
C 5.2248 6.6980 -22.3949
O 4.5998 7.7915 -23.0938
O 5.7724 8.0340 -20.3468
H 5.7594 5.9483 -20.4000
H 4.2297 6.7718 -20.3538
H 4.8162 5.7223 -22.6577
H 6.2490 6.7934 -22.7554
H 4.2673 7.4375 -23.9219
H 6.0206 7.9611 -19.4223
C 2.6419 9.3230 -18.6397
C 1.4570 8.5853 -17.9447
O 0.3336 9.3773 -17.7459
O 2.4456 9.5944 -20.0198
H 3.5686 8.7501 -18.6740
H 2.7475 10.2392 -18.0588
H 1.6611 8.2775 -16.9192
H 1.1784 7.7116 -18.5339
H 0.6823 10.0129 -17.1166
H 1.6127 10.0714 -20.0378
C 6.6383 12.3391 -19.8671
C 5.4009 11.8865 -19.0577
O 5.4243 10.5564 -18.6215
O 6.9516 11.6580 -20.9984
H 7.4800 12.4533 -19.1840
H 6.3877 13.3661 -20.1329
H 4.5879 11.9468 -19.7813
H 5.2074 12.5588 -18.2219
H 6.1893 10.4800 -18.0465
H 7.8176 12.0025 -21.2282
```

2S+1	2
largest force on an atom	3.95	eV Å⁻¹
relative energy (zero: lowest compared OMol25 entry of this formula, charge and spin)	0.00	kcal per mole

Atomic charges from the Mulliken analysis, expressed in e, are listed below: atom 1 (N): -0.078, atom 2 (H): -0.013, atom 3 (H): 0.141, atom 4 (H): 0.070, atom 5 (H): 0.692, atom 6 (C): -0.735, atom 7 (C): -0.793, atom 8 (O): 0.307, atom 9 (H): 0.064, atom 10 (H): -0.093, atom 11 (H): 0.516, atom 12 (H): 0.306, atom 13 (H): 0.522, atom 14 (H): -0.226, atom 15 (C): -1.184, atom 16 (C): -0.283, atom 17 (O): -0.312, atom 18 (H): 0.289, atom 19 (H): 0.373, atom 20 (H): 0.348, atom 21 (H): 0.135, atom 22 (H): 0.200, atom 23 (H): 0.222, atom 24 (C): -0.653, atom 25 (C): -0.647, atom 26 (O): -0.176, atom 27 (O): -0.412, atom 28 (H): 0.470, atom 29 (H): 0.231, atom 30 (H): 0.388, atom 31 (H): 0.293, atom 32 (H): 0.185, atom 33 (H): 0.198, atom 34 (C): 0.202, atom 35 (C): -0.993, atom 36 (O): -0.360, atom 37 (O): -0.095, atom 38 (H): -0.163, atom 39 (H): 0.168, atom 40 (H): 0.420, atom 41 (H): 0.295, atom 42 (H): 0.285, atom 43 (H): -0.013, atom 44 (C): -0.491, atom 45 (C): -1.199, atom 46 (O): 0.310, atom 47 (O): -0.199, atom 48 (H): 0.497, atom 49 (H): 0.395, atom 50 (H): 0.028, atom 51 (H): 0.317, atom 52 (H): 0.097, atom 53 (H): 0.155

---

No. 2
Entry from the OMol25 dataset: a single C10H18O2 molecule in a non-equilibrium geometry (wB97M-V/def2-TZVPD).

Geometry as XYZ:
```
30
Properties=species:S:1:pos:R:3
C 0.6228 2.2460 -0.1816
C 0.5064 1.1358 -1.2477
C 1.8455 1.0752 -1.9830
C 0.0307 -0.2774 -0.7192
C -1.1114 -0.1530 0.3950
C -1.6018 -1.5362 0.9030
C -0.7521 -2.6350 0.2896
C -1.1885 -3.9720 0.8443
C -0.8761 -2.6183 -1.2302
C -0.6037 -1.1682 -1.7706
O 0.6282 -2.2897 0.5445
O 1.1004 -1.0471 -0.1105
H 1.1460 1.8553 0.7174
H 1.2042 3.0727 -0.6105
H -0.3846 2.6384 0.0781
H -0.2989 1.4857 -1.9173
H 2.0218 2.0268 -2.4970
H 1.8028 0.2828 -2.7135
H 2.6447 0.8934 -1.2488
H -0.7025 0.3805 1.2602
H -1.9366 0.4167 -0.0120
H -2.6464 -1.6926 0.7056
H -1.4928 -1.6139 2.0133
H -0.5712 -4.7546 0.4109
H -1.1134 -4.0348 1.9123
H -2.2251 -4.1965 0.5536
H -0.1584 -3.3163 -1.6588
H -1.8447 -2.9696 -1.5469
H -0.0036 -1.2858 -2.6728
H -1.5527 -0.6538 -2.0768
```

largest force on an atom	2.45	eV Å⁻¹
relative energy (zero: lowest compared OMol25 entry of this formula, charge and spin)	70.98	kcal per mole
structure (SMILES)	CC(C)[C@]12CC[C@](C)(CC1)OO2

Atomic charges from the Mulliken analysis, expressed in e, are listed below: atom 1 (C): -1.461, atom 2 (C): 0.249, atom 3 (C): -1.457, atom 4 (C): 1.086, atom 5 (C): -0.907, atom 6 (C): -1.010, atom 7 (C): 1.488, atom 8 (C): -1.878, atom 9 (C): -1.046, atom 10 (C): -0.848, atom 11 (O): -0.410, atom 12 (O): -0.352, atom 13 (H): 0.293, atom 14 (H): 0.442, atom 15 (H): 0.294, atom 16 (H): 0.241, atom 17 (H): 0.420, atom 18 (H): 0.378, atom 19 (H): 0.322, atom 20 (H): 0.435, atom 21 (H): 0.376, atom 22 (H): 0.324, atom 23 (H): 0.349, atom 24 (H): 0.433, atom 25 (H): 0.435, atom 26 (H): 0.360, atom 27 (H): 0.452, atom 28 (H): 0.355, atom 29 (H): 0.315, atom 30 (H): 0.322

---

No. 3
Entry from the OMol25 dataset: a molecular structure, C15H28B11Br6N2SSe2Si2Te2Y in a non-equilibrium geometry (wB97M-V/def2-TZVPD).

Geometry as XYZ:
```
70
Properties=species:S:1:pos:R:3
Y 7.5707 -17.1167 -2.8957
Br 9.4258 -17.5830 -5.2845
B 11.0506 -18.6498 -4.7045
B 12.5576 -18.2268 -5.4563
C 13.6930 -18.3822 -4.2218
B 12.2260 -17.7155 -3.7724
B 13.1584 -18.8279 -2.7462
B 13.9234 -20.0971 -3.6830
B 13.6742 -19.6822 -5.4351
B 11.9637 -19.8128 -5.7043
Br 11.0799 -20.3197 -7.3573
B 12.7173 -21.0102 -4.5962
Br 13.0045 -22.8554 -4.9879
B 12.3362 -20.4954 -2.9731
Br 12.2944 -21.7574 -1.3839
B 11.3624 -19.0703 -3.0504
Br 9.9926 -18.6124 -1.7100
B 11.0704 -20.3065 -4.2132
Br 9.5353 -21.4141 -4.2225
H 12.6385 -17.4610 -6.3244
H 14.4353 -17.6370 -4.0610
H 12.1895 -16.5755 -3.4185
H 13.5328 -18.4580 -1.6948
H 14.8938 -20.5996 -3.3172
H 14.4944 -19.6384 -6.2982
Se 8.1592 -14.4855 -2.6635
Te 5.6457 -14.9730 -2.8525
Te 4.4465 -14.3640 -5.1254
Se 5.1639 -18.6021 -4.1898
C 5.8781 -21.5036 -2.4142
Si 4.8653 -20.8575 -3.8444
C 3.0665 -20.8411 -3.4102
C 5.3237 -21.5353 -5.5638
C 5.4213 -22.9076 -5.7506
C 5.7925 -23.4842 -6.9495
C 6.2037 -22.6082 -7.9904
C 5.8264 -21.2636 -7.9336
C 5.4207 -20.6860 -6.6749
Si 5.1256 -18.7192 -6.5532
C 6.5169 -17.8316 -7.4178
C 3.4351 -18.1358 -7.0135
H 5.9575 -22.5679 -2.5507
H 5.2996 -21.2868 -1.4946
H 6.9243 -21.2061 -2.3564
H 2.5406 -21.7849 -3.4365
H 2.5551 -20.1469 -4.0379
H 2.9920 -20.4559 -2.3818
H 5.3824 -23.5319 -4.8885
H 5.9552 -24.5703 -6.9985
H 6.7028 -23.1116 -8.7999
H 6.0083 -20.6817 -8.8008
H 6.6732 -16.7774 -7.0235
H 6.2186 -17.8794 -8.4836
H 7.5070 -18.3691 -7.4080
H 3.2819 -18.1757 -8.0607
H 3.2566 -17.1615 -6.5302
H 2.6305 -18.7660 -6.6233
C 3.5705 -16.7742 1.1268
N 4.8254 -15.9731 1.1092
C 4.8704 -14.6629 1.5077
C 6.0651 -14.1758 1.1065
N 6.6599 -15.2183 0.4103
C 5.9381 -16.3269 0.3840
S 6.3036 -17.8082 -0.3157
H 2.7186 -16.1303 1.2739
H 3.5302 -17.5305 1.8866
H 3.4235 -17.2305 0.1256
H 4.0594 -14.1477 2.0221
H 6.5554 -13.2202 1.2263
H 7.5972 -15.2070 0.0128
```

largest force on an atom	2.50	eV Å⁻¹
relative energy (zero: lowest compared OMol25 entry of this formula, charge and spin)	0.00	kcal per mole

Atomic charges from the Mulliken analysis, expressed in e, are listed below: atom 1 (Y): 0.437, atom 2 (Br): -0.238, atom 3 (B): -0.196, atom 4 (B): 0.579, atom 5 (C): -0.614, atom 6 (B): 0.295, atom 7 (B): 0.400, atom 8 (B): 0.887, atom 9 (B): 0.374, atom 10 (B): 0.601, atom 11 (Br): -0.384, atom 12 (B): -0.182, atom 13 (Br): -0.383, atom 14 (B): 0.183, atom 15 (Br): -0.367, atom 16 (B): -0.127, atom 17 (Br): -0.255, atom 18 (B): 0.241, atom 19 (Br): -0.285, atom 20 (H): -0.299, atom 21 (H): 0.730, atom 22 (H): -0.270, atom 23 (H): -0.253, atom 24 (H): -0.295, atom 25 (H): -0.246, atom 26 (Se): -0.571, atom 27 (Te): 0.009, atom 28 (Te): -0.482, atom 29 (Se): -0.138, atom 30 (C): -0.939, atom 31 (Si): 0.699, atom 32 (C): -1.109, atom 33 (C): 0.455, atom 34 (C): -0.573, atom 35 (C): -0.630, atom 36 (C): -0.707, atom 37 (C): -0.608, atom 38 (C): 0.171, atom 39 (Si): 0.549, atom 40 (C): -0.844, atom 41 (C): -0.986, atom 42 (H): 0.330, atom 43 (H): 0.273, atom 44 (H): 0.201, atom 45 (H): 0.410, atom 46 (H): 0.282, atom 47 (H): 0.279, atom 48 (H): 0.294, atom 49 (H): 0.353, atom 50 (H): 0.436, atom 51 (H): 0.437, atom 52 (H): 0.292, atom 53 (H): 0.345, atom 54 (H): 0.182, atom 55 (H): 0.417, atom 56 (H): 0.201, atom 57 (H): 0.301, atom 58 (C): -0.878, atom 59 (N): 0.197, atom 60 (C): -0.173, atom 61 (C): -0.548, atom 62 (N): 0.256, atom 63 (C): -0.197, atom 64 (S): -0.299, atom 65 (H): 0.370, atom 66 (H): 0.279, atom 67 (H): 0.316, atom 68 (H): 0.418, atom 69 (H): 0.413, atom 70 (H): 0.185